i | Here is a structure of composition C32H96O16 from the Open Molecules 2025 dataset. Energies are from ωB97M-V/def2-TZVPD.

ORCA input file:
```
! RIJCOSX wB97M-V def2-TZVPD def2/J DEFGRID3
* xyz 0 1
C -5.126 -16.651 -14.992
C -5.696 -15.493 -15.746
O -5.866 -15.668 -17.126
H -4.084 -16.784 -15.283
H -5.708 -17.552 -15.188
H -5.158 -16.470 -13.917
H -5.000 -14.665 -15.615
H -6.607 -15.194 -15.227
H -6.174 -14.871 -17.565
C -9.772 -17.818 -19.744
C -10.540 -19.045 -20.299
O -11.070 -18.708 -21.552
H -9.281 -18.030 -18.795
H -10.332 -16.898 -19.574
H -8.958 -17.590 -20.432
H -11.367 -19.277 -19.628
H -9.896 -19.924 -20.277
H -11.847 -19.246 -21.722
C -1.691 -16.641 -21.801
C -2.555 -16.215 -20.571
O -2.649 -17.284 -19.642
H -1.676 -15.834 -22.533
H -1.979 -17.593 -22.245
H -0.683 -16.740 -21.399
H -3.579 -15.906 -20.782
H -2.024 -15.359 -20.154
H -3.361 -17.823 -19.994
C -3.924 -14.767 -18.464
C -2.511 -15.194 -18.104
O -1.664 -14.061 -18.081
H -4.259 -13.953 -17.821
H -4.663 -15.558 -18.335
H -4.019 -14.561 -19.530
H -2.042 -15.940 -18.746
H -2.516 -15.612 -17.098
H -0.795 -14.440 -17.927
C -4.056 -19.073 -18.335
C -4.384 -17.666 -17.998
O -5.660 -17.594 -17.458
H -3.062 -19.163 -18.774
H -4.801 -19.421 -19.051
H -4.054 -19.755 -17.485
H -4.441 -17.096 -18.925
H -3.652 -17.137 -17.388
H -5.842 -16.666 -17.292
C -3.230 -19.759 -21.241
C -4.385 -18.828 -21.654
O -4.519 -17.821 -20.642
H -3.323 -20.000 -20.182
H -2.261 -19.307 -21.454
H -3.291 -20.618 -21.910
H -5.302 -19.410 -21.740
H -4.199 -18.302 -22.590
H -5.247 -17.263 -20.925
C -7.513 -13.006 -16.016
C -6.430 -13.141 -17.091
O -6.652 -14.257 -17.971
H -8.497 -12.968 -16.482
H -7.460 -12.124 -15.379
H -7.589 -13.955 -15.484
H -5.451 -13.238 -16.621
H -6.390 -12.178 -17.599
H -6.990 -13.896 -18.794
C -5.546 -13.275 -20.434
C -7.000 -12.896 -20.576
O -7.828 -13.536 -19.604
H -5.375 -14.309 -20.733
H -5.237 -13.185 -19.393
H -4.914 -12.611 -21.025
H -7.256 -13.163 -21.601
H -7.223 -11.829 -20.569
H -8.749 -13.562 -19.874
C -8.287 -13.811 -22.930
C -9.353 -13.994 -24.075
O -8.574 -14.056 -25.265
H -8.752 -13.720 -21.948
H -7.867 -12.809 -23.021
H -7.490 -14.545 -22.817
H -10.035 -13.144 -24.083
H -9.791 -14.984 -23.947
H -9.118 -14.598 -25.842
C -9.637 -15.034 -17.202
C -8.478 -15.906 -17.634
O -8.989 -17.225 -17.624
H -9.391 -13.993 -17.410
H -9.993 -15.216 -16.188
H -10.495 -15.271 -17.831
H -7.633 -15.765 -16.961
H -8.174 -15.686 -18.658
H -8.245 -17.770 -17.892
C -4.583 -16.903 -23.463
C -4.769 -15.449 -23.011
O -4.037 -14.695 -23.868
H -4.670 -17.002 -24.545
H -5.286 -17.602 -23.010
H -3.576 -17.161 -23.136
H -4.439 -15.254 -21.991
H -5.825 -15.179 -23.035
H -4.365 -14.840 -24.759
C -9.726 -15.352 -20.616
C -10.371 -13.992 -20.746
O -9.619 -13.005 -20.009
H -8.727 -15.258 -21.043
H -10.188 -16.043 -21.322
H -9.703 -15.867 -19.656
H -11.382 -14.078 -20.350
H -10.427 -13.589 -21.757
H -10.268 -12.408 -19.628
C -8.592 -19.845 -16.718
C -7.483 -18.853 -16.772
O -7.333 -18.231 -18.059
H -8.805 -20.257 -15.731
H -8.295 -20.708 -17.314
H -9.575 -19.501 -17.041
H -6.573 -19.361 -16.453
H -7.751 -18.123 -16.008
H -6.430 -17.914 -18.138
C -7.783 -16.198 -25.129
C -7.448 -17.373 -24.218
O -7.693 -16.986 -22.880
H -7.397 -15.222 -24.833
H -8.869 -16.164 -25.212
H -7.451 -16.447 -26.136
H -6.368 -17.485 -24.311
H -7.938 -18.287 -24.554
H -8.632 -17.143 -22.757
C -5.905 -16.021 -19.650
C -6.833 -16.175 -20.890
O -6.236 -17.083 -21.690
H -6.227 -15.213 -18.993
H -4.840 -15.889 -19.837
H -5.982 -16.922 -19.041
H -6.944 -15.188 -21.337
H -7.814 -16.566 -20.620
H -6.852 -17.144 -22.424
C -7.490 -19.561 -21.664
C -6.954 -19.284 -20.263
O -7.950 -19.631 -19.346
H -6.783 -19.100 -22.354
H -8.523 -19.255 -21.835
H -7.342 -20.630 -21.818
H -6.689 -18.230 -20.190
H -6.043 -19.838 -20.037
H -7.806 -19.183 -18.510
*
```

The gap between HOMO and LUMO is 0.2713 hartree. The highest occupied orbital energy is -7.45 eV.

ii | Here is a cluster of 16 separate species, C32H96O16 in total from the Open Molecules 2025 dataset. Energies are from ωB97M-V/def2-TZVPD.

ORCA input file:
```
! RIJCOSX wB97M-V def2-TZVPD def2/J DEFGRID3
* xyz 0 1
C -2.487 -3.918 -2.594
C -2.459 -2.646 -1.761
O -1.795 -1.588 -2.457
H -1.566 -4.036 -3.165
H -3.340 -3.941 -3.270
H -2.590 -4.763 -1.910
H -2.005 -2.770 -0.776
H -3.479 -2.265 -1.614
H -1.586 -0.902 -1.790
C 1.943 -4.006 -1.210
C 1.335 -5.275 -1.762
O 0.139 -5.603 -1.041
H 2.598 -3.559 -1.958
H 2.474 -4.207 -0.275
H 1.227 -3.240 -0.901
H 2.034 -6.107 -1.625
H 1.103 -5.146 -2.823
H -0.382 -6.221 -1.562
C 2.051 3.197 3.911
C 1.575 2.717 2.538
O 0.232 3.102 2.343
H 1.932 4.282 3.985
H 3.112 3.012 4.104
H 1.470 2.765 4.726
H 1.753 1.636 2.505
H 2.182 3.192 1.766
H -0.343 2.639 2.977
C -6.410 0.407 -1.651
C -5.112 1.037 -2.167
O -5.047 2.372 -1.726
H -7.301 0.970 -1.924
H -6.317 0.359 -0.562
H -6.530 -0.628 -1.979
H -5.114 0.958 -3.262
H -4.321 0.383 -1.779
H -4.115 2.635 -1.791
C -1.321 -3.656 2.206
C 0.079 -4.255 2.239
O 0.038 -5.598 1.806
H -1.356 -2.616 2.554
H -2.022 -4.193 2.843
H -1.691 -3.582 1.181
H 0.489 -4.198 3.251
H 0.725 -3.608 1.630
H 0.022 -5.552 0.832
C -3.953 -1.111 1.318
C -4.555 -2.496 1.353
O -4.575 -2.975 2.697
H -2.911 -1.110 1.637
H -4.491 -0.454 2.006
H -4.053 -0.715 0.308
H -3.951 -3.174 0.737
H -5.572 -2.542 0.944
H -4.477 -3.930 2.665
C 6.025 0.770 0.713
C 4.721 1.134 1.434
O 3.684 0.665 0.554
H 6.006 1.159 -0.305
H 6.100 -0.319 0.687
H 6.972 1.146 1.114
H 4.598 2.215 1.514
H 4.614 0.677 2.419
H 3.536 -0.271 0.789
C 0.121 -0.777 4.485
C -1.196 -0.103 4.187
O -0.993 1.320 4.236
H 0.849 -0.499 3.719
H -0.006 -1.857 4.363
H 0.509 -0.567 5.479
H -1.978 -0.332 4.911
H -1.483 -0.417 3.179
H -1.890 1.719 4.186
C -0.380 6.740 -0.868
C -0.565 5.919 0.372
O -0.420 4.538 0.076
H -1.146 6.536 -1.620
H 0.594 6.507 -1.306
H -0.381 7.815 -0.687
H -1.508 6.161 0.879
H 0.191 6.166 1.127
H -0.057 4.050 0.839
C 2.110 3.683 -3.038
C 2.665 3.227 -1.706
O 3.341 1.994 -1.814
H 1.414 2.934 -3.429
H 2.912 3.831 -3.755
H 1.472 4.549 -2.851
H 1.910 3.212 -0.909
H 3.364 4.015 -1.374
H 3.338 1.535 -0.951
C 0.423 -0.742 0.371
C -0.305 0.578 0.304
O -1.293 0.447 -0.740
H -0.268 -1.586 0.443
H 0.986 -0.740 1.310
H 1.097 -0.917 -0.466
H 0.370 1.409 0.084
H -0.868 0.806 1.212
H -1.661 1.316 -0.961
C -3.391 2.468 1.719
C -4.238 2.783 2.935
O -3.452 2.645 4.131
H -3.006 1.456 1.867
H -2.641 3.208 1.449
H -4.066 2.398 0.860
H -5.032 2.033 2.931
H -4.612 3.805 2.847
H -4.045 2.858 4.859
C 0.923 0.362 -3.932
C 0.814 -1.112 -4.321
O -0.443 -1.428 -4.858
H 0.117 0.635 -3.238
H 0.817 1.027 -4.790
H 1.831 0.596 -3.371
H 1.010 -1.708 -3.419
H 1.638 -1.337 -5.005
H -1.011 -1.676 -4.106
C 3.107 -2.283 3.198
C 4.030 -2.675 2.057
O 3.519 -2.152 0.828
H 3.001 -1.202 3.267
H 3.544 -2.670 4.119
H 2.148 -2.765 3.003
H 4.186 -3.755 1.962
H 5.046 -2.290 2.231
H 4.103 -2.499 0.131
C 4.214 -1.523 -2.376
C 5.202 -2.668 -2.449
O 5.401 -3.177 -1.113
H 4.519 -0.673 -1.763
H 3.270 -1.841 -1.924
H 3.994 -1.155 -3.379
H 6.143 -2.357 -2.908
H 4.803 -3.473 -3.074
H 5.957 -3.959 -1.190
C -2.191 2.285 -3.797
C -1.445 3.111 -2.787
O -2.127 3.110 -1.530
H -1.646 2.329 -4.744
H -3.151 2.753 -4.026
H -2.275 1.229 -3.544
H -1.282 4.130 -3.153
H -0.435 2.718 -2.620
H -1.667 3.711 -0.910
*
```

The gap between HOMO and LUMO is 0.3522 hartree. The highest occupied orbital energy is -9.24 eV.

Most stable to least stable, the ends of the list are ii and i.

i | Here is an isolated molecule of C3H4P2 from the Open Molecules 2025 dataset. Energies are from ωB97M-V/def2-TZVPD.

ORCA input file:
```
! RIJCOSX wB97M-V def2-TZVPD def2/J DEFGRID3
* xyz 0 1
C -1.669 -0.655 -0.334
C -1.236 0.395 0.330
P 0.709 0.697 0.870
P 2.051 -0.963 0.387
C 2.536 0.540 -0.098
H -2.721 -0.886 -0.436
H -0.987 -1.337 -0.818
H -1.847 1.111 0.851
H 3.163 1.099 -0.754
*
```

Its SMILES is C=CP1#P=C1. The gap between HOMO and LUMO is 0.2978 hartree. The highest occupied orbital energy is -8.23 eV.

ii | Here is an isolated molecule of C3H4P2 from the Open Molecules 2025 dataset. Energies are from ωB97M-V/def2-TZVPD.

ORCA input file:
```
! RIJCOSX wB97M-V def2-TZVPD def2/J DEFGRID3
* xyz 0 1
P 1.881 -0.450 0.136
C 0.578 0.755 -0.615
C -0.628 0.764 0.623
P -1.782 -0.454 -0.194
C 0.077 -0.483 0.085
H 2.170 -0.832 -1.088
H 0.291 0.831 -1.602
H -0.517 0.997 1.703
H -2.068 -1.128 0.952
*
```

Its SMILES is P1[C@@H]2[C@H]3PC123. The gap between HOMO and LUMO is 0.3499 hartree. The highest occupied orbital energy is -8.98 eV.

Most stable to least stable, the ends of the list are i and ii.

i | Here is a cluster of 3 separate species, H5O3 in total from the Open Molecules 2025 dataset. Energies are from ωB97M-V/def2-TZVPD.

ORCA input file:
```
! RIJCOSX wB97M-V def2-TZVPD def2/J DEFGRID3
* xyz -1 1
O -0.409 -0.479 0.867
H -0.137 0.029 1.631
O 1.800 -0.407 -0.531
H 2.014 -1.290 -0.207
H 1.045 -0.306 0.171
O -1.232 1.057 -0.901
H -2.188 1.076 -0.846
H -0.892 0.319 -0.183
*
```

The gap between HOMO and LUMO is 0.3371 hartree. The highest occupied orbital energy is -4.17 eV.

ii | Here is a cluster of 3 separate species, H5O3 in total from the Open Molecules 2025 dataset. Energies are from ωB97M-V/def2-TZVPD.

ORCA input file:
```
! RIJCOSX wB97M-V def2-TZVPD def2/J DEFGRID3
* xyz -1 1
O -0.647 -0.767 -0.279
H -1.394 -0.169 -0.305
O 0.901 0.776 -2.214
H 1.086 1.334 -1.472
H 0.209 0.177 -1.854
O -0.193 -0.110 2.501
H 0.243 0.259 1.700
H -0.875 -0.596 2.032
*
```

The gap between HOMO and LUMO is 0.3037 hartree. The highest occupied orbital energy is -3.39 eV.

Most stable to least stable, the ends of the list are i and ii.

i | Here is a cluster of 2 separate species, C3H6FNO2 in total from the Open Molecules 2025 dataset. Energies are from ωB97M-V/def2-TZVPD.

ORCA input file:
```
! RIJCOSX wB97M-V def2-TZVPD def2/J DEFGRID3
* xyz 0 1
C 1.117 1.021 0.006
C 0.229 0.072 -0.264
C 0.487 -1.329 -0.679
N -1.166 0.478 -0.332
O -1.509 1.430 0.357
O -1.906 -0.126 -1.063
H 0.803 2.023 0.245
H 2.172 0.826 -0.002
H 0.317 -1.997 0.166
H 1.511 -1.444 -1.023
H -0.202 -1.608 -1.475
F -0.761 -0.108 2.128
H -1.092 0.763 1.934
*
```

Its SMILES is C=C(C)[N+](=O)[O-].F. The gap between HOMO and LUMO is 0.3704 hartree. The highest occupied orbital energy is -10.68 eV.

ii | Here is an isolated molecule of C3H6FNO2 from the Open Molecules 2025 dataset. Energies are from ωB97M-V/def2-TZVPD.

ORCA input file:
```
! RIJCOSX wB97M-V def2-TZVPD def2/J DEFGRID3
* xyz 0 1
C -2.324 0.672 -0.163
O -0.963 0.945 -0.205
C -0.118 -0.164 0.173
O -0.547 -1.242 0.458
N 1.118 0.299 0.173
C 2.253 -0.725 0.132
F 1.269 1.437 -0.606
H -2.764 1.560 0.127
H -2.592 -0.088 0.726
H -2.744 0.284 -1.172
H 2.250 -1.236 1.055
H 1.977 -1.491 -0.572
H 3.186 -0.250 -0.126
*
```

Its SMILES is COC(=O)N(C)F. The gap between HOMO and LUMO is 0.4087 hartree. The highest occupied orbital energy is -10.29 eV.

Most stable to least stable, the ends of the list are ii and i.

i | Here is a cluster of 2 separate species, C3H6FNO2 in total from the Open Molecules 2025 dataset. Energies are from ωB97M-V/def2-TZVPD.

ORCA input file:
```
! RIJCOSX wB97M-V def2-TZVPD def2/J DEFGRID3
* xyz 0 1
C 0.515 0.561 0.125
C -0.507 -0.294 -0.616
C -1.708 -0.576 0.239
N -2.723 0.526 0.236
O -3.122 0.937 1.291
O -3.045 0.923 -0.857
F -2.321 -1.745 0.026
H 0.978 -0.018 0.924
H 0.040 1.438 0.557
H 1.297 0.894 -0.554
H -0.848 0.231 -1.516
H -0.063 -1.242 -0.923
H -1.192 -0.512 1.918
*
```

The gap between HOMO and LUMO is 0.3865 hartree. The highest occupied orbital energy is -10.63 eV.

ii | Here is a cluster of 2 separate species, C3H6FNO2 in total from the Open Molecules 2025 dataset. Energies are from ωB97M-V/def2-TZVPD.

ORCA input file:
```
! RIJCOSX wB97M-V def2-TZVPD def2/J DEFGRID3
* xyz 0 1
C 0.166 0.058 -0.315
C 0.124 -0.577 2.647
C -0.750 0.739 -2.516
N -0.662 0.424 2.014
O 1.092 -0.669 -0.175
O -0.688 0.658 -1.005
F -0.221 1.739 2.252
H 1.079 -1.053 1.963
H 0.562 -0.278 3.611
H -0.673 -1.331 2.868
H -0.839 1.828 -2.744
H -1.753 0.526 -2.772
H 0.132 0.227 -3.079
*
```

The gap between HOMO and LUMO (spin up / spin down) is 0.3332 / 0.2775 hartree. The highest occupied orbital energy (spin up / spin down) is -8.66 / -7.36 eV.

iii | Here is an isolated molecule of C3H6FNO2 from the Open Molecules 2025 dataset. Energies are from ωB97M-V/def2-TZVPD.

ORCA input file:
```
! RIJCOSX wB97M-V def2-TZVPD def2/J DEFGRID3
* xyz 0 1
C -1.012 -0.471 1.114
C -0.097 0.278 0.097
N -0.706 0.292 -1.474
F -0.066 1.642 0.325
C 1.342 -0.245 -0.056
O 1.607 -1.405 -0.225
O 2.245 0.695 -0.131
H -0.373 -0.869 1.932
H -1.434 -1.223 0.477
H -1.759 0.235 1.572
H -0.082 -0.323 -2.058
H -1.552 -0.141 -1.195
H 1.886 1.534 -0.378
*
```

Its SMILES is C[C@@](N)(F)C(=O)O. The gap between HOMO and LUMO is 0.4188 hartree. The highest occupied orbital energy is -10.66 eV.

Most stable to least stable, the ends of the list are iii and ii.

i | Here is a cluster of 2 separate species, C7H13N2 in total from the Open Molecules 2025 dataset. Energies are from ωB97M-V/def2-TZVPD.

ORCA input file:
```
! RIJCOSX wB97M-V def2-TZVPD def2/J DEFGRID3
* xyz 1 1
C -1.287 2.773 -1.321
C -0.720 -0.634 1.201
C -0.645 -1.089 -0.326
C 0.086 1.140 -0.488
C 0.462 0.353 0.769
C -0.288 -2.618 -0.564
C 1.762 0.401 1.442
N -1.118 1.629 -0.800
N 0.464 -0.247 -0.618
H -2.318 3.150 -1.513
H -0.547 3.588 -1.357
H -1.627 -0.126 1.481
H -0.582 -1.364 2.007
H -1.521 -0.817 -0.886
H 1.259 2.058 -0.693
H 0.278 -2.942 0.246
H 0.098 -2.506 -1.477
H -1.080 -3.284 -0.718
H 2.444 0.798 0.753
H 1.974 -0.695 1.750
H 1.722 0.938 2.360
H 1.184 -0.505 -1.251
*
```

The gap between HOMO and LUMO is 0.4009 hartree. The highest occupied orbital energy is -14.28 eV.

ii | Here is the ion C7H13N2 with charge +1 from the Open Molecules 2025 dataset. Energies are from ωB97M-V/def2-TZVPD.

ORCA input file:
```
! RIJCOSX wB97M-V def2-TZVPD def2/J DEFGRID3
* xyz 1 1
C 1.542 -2.236 0.327
C 2.046 -1.076 0.054
C 2.537 0.085 -0.256
C 1.800 1.400 -0.222
C 0.446 1.331 0.492
C -0.564 0.462 -0.130
N -0.434 -0.110 -1.270
C -1.884 0.191 0.551
N -2.634 -0.768 -0.244
H 1.108 -2.859 -0.440
H 1.588 -2.663 1.314
H 3.577 0.152 -0.550
H 2.420 2.123 0.310
H 1.678 1.778 -1.241
H 0.601 0.996 1.523
H 0.027 2.341 0.570
H 0.396 -0.065 -1.847
H -1.248 -0.710 -1.503
H -1.684 -0.157 1.569
H -2.410 1.149 0.647
H -3.522 -0.402 -0.563
H -2.806 -1.634 0.251
*
```

Its SMILES is C=C=CCCC(=[NH2+])CN. The gap between HOMO and LUMO is 0.3510 hartree. The highest occupied orbital energy is -13.31 eV.

iii | Here is a structure of composition C7H13N2 from the Open Molecules 2025 dataset. Energies are from ωB97M-V/def2-TZVPD.

ORCA input file:
```
! RIJCOSX wB97M-V def2-TZVPD def2/J DEFGRID3
* xyz 1 1
C -1.808 0.412 0.156
C 1.669 0.041 -1.398
C 2.459 0.239 -0.494
C -0.193 -0.046 1.256
C -1.865 0.619 -1.300
C 3.343 0.776 0.452
C -1.148 -2.191 0.426
N -1.126 -0.782 0.736
N -0.828 1.139 0.915
H 1.183 -0.083 -2.248
H -2.893 0.500 0.458
H 0.555 -0.421 1.884
H -2.134 1.688 -1.263
H -2.651 -0.089 -1.689
H -1.011 0.606 -1.950
H 4.203 1.014 -0.020
H 2.904 1.722 0.875
H 3.592 0.134 1.288
H -0.300 -2.660 0.904
H -2.133 -2.624 0.810
H -1.143 -2.162 -0.694
H -0.676 2.168 0.896
*
```

The gap between HOMO and LUMO is 0.3654 hartree. The highest occupied orbital energy is -13.40 eV.

Most stable to least stable, the ends of the list are ii and i.